Molecular formula: C39H35N2O2S
Method: DFT, ωB97M-V/def2-TZVPD

The value obtained for the max |F| is 0.03455 Eh/bohr. The value obtained for the orbital gap is 5.116 eV. The relative energy (zero: lowest compared OMol25 entry of this formula, charge and spin) is 0.0000 eV. Its charge is +1. Its multiplicity is 1. The total energy is -58915.5154 eV.

XYZ file:
```
79
Properties=species:S:1:pos:R:3:forces:R:3
C 4.2959 -4.5619 -1.5799 -0.0135 -0.0922 0.2834
C 3.6632 -1.3175 0.1356 -0.1101 0.1076 -0.1540
H -0.2833 1.2180 4.3393 -0.2854 -0.1081 -0.0729
H 4.2669 -1.9968 0.7376 -0.0817 0.1886 -0.2048
C 0.0124 -1.4340 3.5274 0.0912 0.6009 0.3028
H 5.0925 2.2822 4.4737 0.1781 -0.3045 -0.2057
H 1.5638 1.1007 -2.0567 0.1564 -0.1495 0.2171
H 1.6647 -5.7399 0.5773 -0.1135 -0.0040 -0.1260
C -1.2042 0.7181 4.0501 0.1270 -0.2034 -0.3077
C -5.6135 -5.2175 0.5755 0.2602 0.0038 0.0380
C 4.0117 -0.0613 3.6278 0.4017 0.2866 -0.1347
H -2.4121 2.5073 4.2090 0.1540 -0.1051 0.1543
H -0.2393 -5.4147 2.0304 -0.1061 -0.1218 -0.1281
C -1.2007 -3.3622 0.0716 1.3087 0.2813 -0.0769
H -5.6434 -3.1775 -0.2265 -0.0693 -0.3057 0.1073
H -0.7291 -6.5479 0.7455 0.0438 0.1016 0.0303
C -2.8597 -4.9079 0.6620 0.2885 -0.0185 -0.3496
H -2.7504 -6.9168 1.4251 -0.3493 0.1799 -0.0886
H 5.3848 -5.5867 2.0022 0.0314 -0.0066 -0.2815
C 1.3433 -0.9617 3.4712 0.2903 -0.1413 -0.3410
C 5.6056 1.7415 3.6633 -0.0398 -0.3344 -0.1034
H 3.9742 -4.2415 -2.5759 0.1724 -0.1944 0.3053
H -2.4380 -2.4209 3.3328 0.0994 0.2214 -0.0256
C 3.5409 -4.1625 -0.4738 -0.3448 0.2071 0.0628
H -6.0825 0.4406 2.3147 0.1318 0.1941 0.3360
H 0.7006 -5.4455 -0.8768 0.0190 0.0243 0.2134
H 4.5432 -2.1020 4.0637 -0.2388 0.0879 -0.0263
S -2.6952 -2.4758 -0.2698 0.1313 0.1027 -0.1113
C -5.0465 -4.0057 0.1535 0.4036 -0.0504 0.1247
H 6.6838 1.7665 3.8026 -0.1205 0.2182 -0.0202
C 3.9682 0.0448 0.1142 -0.1821 -0.0480 -0.0075
C 2.4170 -1.8656 3.7544 -0.1981 0.0823 0.0269
H 3.3804 -4.1761 1.6858 0.1916 -0.1893 -0.2774
C -0.4193 -5.5211 0.9495 -0.3915 0.3775 0.1464
C -2.3748 1.4374 4.0420 -0.3906 0.0882 0.1157
C -3.5771 0.7506 3.8135 -0.5329 -0.0522 -0.6149
H 4.8110 0.4054 0.7061 -0.1860 -0.0242 -0.1694
H 6.7098 -6.3595 0.0234 -0.2284 0.1762 -0.0494
H -0.1065 -2.5173 3.5106 -0.0705 0.1088 -0.0599
H 1.9440 -3.5254 -1.7215 0.0043 0.0985 0.3183
H -6.6949 -5.3457 0.5421 0.2941 0.0290 -0.0168
H 2.1798 -2.9130 3.9558 0.0883 0.2794 -0.0638
H -6.6211 0.3817 4.0208 0.3083 0.0631 -0.1707
O -4.7941 1.3457 3.6965 1.1600 -1.3275 0.2192
C 3.2176 0.9246 -0.6665 -0.0094 -0.1344 0.0237
C 2.9771 0.8377 3.2882 0.1080 0.0247 -0.0423
C 1.6889 0.3760 3.1429 0.0328 0.1901 0.4285
H -5.2571 -7.2045 1.3513 0.1448 0.2635 -0.0809
H 1.4405 -3.4196 1.2806 -0.1396 -0.0122 -0.2531
C -5.0326 -1.0691 3.4941 -0.4000 -0.3255 0.2671
C 5.8277 -5.7347 -0.1165 -0.1757 0.1181 -0.0805
N -1.4961 -4.6132 0.5448 -0.3590 -0.6163 0.5172
C 3.7149 -1.4323 3.8404 0.2662 0.3206 -0.0937
C -3.6000 -0.6538 3.6272 0.4297 0.4309 -0.0398
C -5.7597 0.2787 3.3522 -0.2131 0.1741 -0.2909
C -1.1675 -0.6715 3.6889 -0.1573 -0.1150 0.2178
H 5.3305 2.1841 2.6930 0.1481 -0.2431 0.2800
C 2.2936 -3.3089 -0.6967 0.2446 -0.0597 -0.1452
C -4.8012 -6.2665 1.0349 0.1144 0.4429 -0.0947
C -3.4077 -6.1157 1.0821 -0.2436 0.0462 0.0096
C 2.6115 -1.8190 -0.6382 0.0524 0.1310 0.1097
C 3.9451 -4.5228 0.8145 0.4495 -0.2099 -0.2378
C 1.1312 -3.6829 0.2478 -0.1148 0.3864 0.0878
N -0.0309 -2.8592 -0.1050 -0.8993 -0.1398 0.3018
C -3.6596 -3.8542 0.2043 -0.6599 -0.5447 0.2582
H -5.2099 -1.7338 2.6392 0.0350 0.1886 0.1955
C 5.4315 -5.3517 -1.4038 -0.0083 0.0397 0.1516
C 0.8252 -5.1639 0.1803 0.3559 -0.4529 -0.3963
C 1.8413 -0.9296 -1.3934 0.1505 0.1512 -0.0743
H -5.3936 -1.5802 4.4016 0.2731 0.0301 -0.2961
C -2.4157 -1.3494 3.5344 -0.5349 0.2013 0.0936
C 5.0877 -5.3116 0.9901 -0.1865 0.1561 -0.0634
H 0.9933 -1.3291 -1.9525 0.3166 0.2241 0.0762
H 0.9267 1.0674 2.7876 0.2578 -0.2708 -0.0240
O 5.3099 0.3193 3.6999 -1.2835 0.0537 0.1229
H 6.0051 -5.6669 -2.2758 -0.1088 0.0539 0.2704
H 3.4718 1.9871 -0.6790 -0.1057 -0.3234 -0.0924
C 2.1511 0.4303 -1.4276 0.0606 -0.0605 0.1805
H 3.2037 1.8895 3.1062 -0.1237 -0.4472 -0.1004
```
Positions in Å, forces in eV/Å.